16
Properties=species:S:1:pos:R:3:forces:R:3 method="wB97M-V/def2-TZVPD" s_squared=2.020 homo_lumo_gap_ev="8.73 / 5.09" multiplicity=3 e_above_lowest_kcal_mol=0.00 e_homo_ev="-12.8 / -12.8" total_charge=+1 lumo_ev="-4.080 / -7.668"
N -0.549965 -0.240852 -0.200844 -1.35 2.02 -1.91
N -2.679525 -1.158809 -0.139850 0.67 0.23 -0.45
N 0.170252 -1.702762 1.739152 0.09 -2.48 1.79
N 1.938985 2.708092 -1.557917 -0.50 -2.44 -1.18
N 0.458757 0.037749 0.403626 0.92 1.65 -0.22
C -1.375282 -1.197411 0.044147 0.11 -3.21 0.91
C -0.687595 -2.364910 0.895354 -3.15 -0.84 -0.27
C 0.737254 -0.634401 1.560760 4.29 0.95 2.12
H -1.595242 -2.729508 1.558331 1.85 0.05 -1.43
H -3.175472 -1.921640 -0.566360 -0.33 -0.40 0.40
H 1.584277 -0.284027 2.247412 -1.57 -0.07 -1.19
H -0.198481 -3.219999 0.288289 -0.77 1.40 0.92
H -3.033498 -0.239165 -0.253158 -0.71 0.75 -0.69
H 2.047829 3.693269 -1.465766 -0.50 0.74 -0.16
H 1.025239 2.372000 -1.924176 0.36 1.27 0.87
H 2.490525 2.400608 -2.361921 0.59 0.38 0.49